1.
{
  "formula": "C25H35B2N9Sb2V",
  "method": "wB97M-V/def2-TZVPD",
  "total_charge": 4,
  "s_squared": 0.83,
  "multiplicity": 2,
  "e_above_lowest_kj_mol": 0.00,
  "orbital_gap_ev": [3.2, 4.4],
  "e_homo_ev": [-17.68, -17.68],
  "symbols": ["V", "C", "C", "N", "N", "C", "B", "N", "C", "C", "C", "N", "N", "C", "C", "C", "N", "N", "C", "C", "C", "N", "H", "H", "H", "H", "H", "H", "H", "H", "H", "H", "H", "H", "C", "Sb", "C", "C", "C", "C", "C", "C", "C", "C", "C", "Sb", "C", "C", "H", "H", "H", "H", "H", "H", "H", "H", "H", "H", "H", "H", "H", "H", "H", "H", "H", "H", "H", "H", "B", "C", "N", "H", "H", "H"],
  "positions_angstrom": [[0.27, 0.64, -0.95], [1.47, 2.80, -4.31], [0.65, 2.61, -3.23], [1.08, 1.56, -2.48], [2.20, 1.06, -3.11], [2.43, 1.81, -4.20], [2.66, -0.35, -2.60], [2.98, -0.18, -1.08], [4.09, -0.39, -0.38], [3.86, -0.11, 0.97], [2.55, 0.28, 1.02], [1.99, 0.23, -0.22], [1.37, -1.28, -2.72], [1.11, -2.22, -3.63], [-0.25, -2.53, -3.61], [-0.78, -1.72, -2.65], [0.20, -0.95, -2.08], [3.81, -1.04, -3.32], [4.53, -0.79, -4.39], [5.40, -1.90, -4.58], [5.08, -2.80, -3.51], [4.16, -2.30, -2.73], [1.40, 3.57, -5.07], [-0.22, 3.18, -2.93], [3.26, 1.63, -4.86], [5.00, -0.74, -0.86], [4.57, -0.17, 1.77], [1.96, 0.59, 1.87], [1.90, -2.62, -4.25], [-0.76, -3.25, -4.23], [-1.81, -1.62, -2.34], [4.45, 0.10, -4.99], [6.14, -2.03, -5.36], [5.53, -3.76, -3.28], [0.58, -2.62, 1.23], [-1.18, -1.47, 0.96], [-2.36, -2.98, 0.06], [-1.87, -1.90, 3.01], [-3.33, -1.79, 3.36], [-4.21, -2.74, 2.91], [-5.58, -2.65, 3.18], [-6.16, -1.58, 3.89], [-5.32, -0.66, 4.42], [-3.88, -0.78, 4.25], [-3.11, -0.17, 5.18], [-1.16, 2.77, 2.50], [-2.71, 3.86, 1.61], [-0.02, 4.39, 3.20], [0.29, -3.64, 1.49], [1.20, -2.20, 2.02], [1.15, -2.64, 0.30], [-2.34, -3.84, 0.73], [-1.90, -3.28, -0.88], [-3.38, -2.66, -0.12], [-1.20, -1.34, 3.66], [-1.58, -2.95, 3.00], [-3.85, -3.60, 2.36], [-6.24, -3.43, 2.82], [-7.23, -1.53, 4.05], [-5.70, 0.14, 5.05], [-2.05, -0.35, 5.28], [-3.56, 0.48, 5.93], [-3.04, 4.61, 2.33], [-3.54, 3.22, 1.31], [-2.31, 4.40, 0.74], [-0.68, 5.24, 3.32], [0.75, 4.65, 2.48], [0.45, 4.10, 4.14], [0.60, 4.80, -0.30], [0.26, 3.36, -0.05], [-0.08, 2.22, 0.08], [1.63, 5.06, 0.28], [0.77, 4.78, -1.52], [-0.38, 5.45, 0.04]],
  "lowdin_charge": [0.978, 0.047, -0.060, -0.069, 0.081, 0.046, -0.583, 0.070, 0.064, 0.054, -0.071, -0.075, 0.057, 0.052, 0.049, -0.094, -0.119, -0.033, -0.069, 0.010, -0.122, 0.069, 0.146, 0.132, 0.138, 0.160, 0.143, 0.124, 0.161, 0.143, 0.118, 0.109, 0.113, 0.129, -0.285, 1.342, -0.286, -0.262, -0.197, -0.005, 0.078, 0.006, 0.051, -0.211, 0.234, 1.447, -0.319, -0.303, 0.039, 0.021, 0.012, 0.028, 0.004, 0.032, 0.053, 0.081, 0.118, 0.147, 0.143, 0.146, 0.095, 0.117, 0.045, 0.018, 0.016, 0.044, 0.009, 0.027, -0.311, -0.228, -0.098, 0.086, 0.083, 0.083]
}

2.
{
  "formula": "C25H35BF6N10O3SbSiTi",
  "method": "wB97M-V/def2-TZVPD",
  "total_charge": -1,
  "e_above_lowest_kj_mol": 359.23,
  "orbital_gap_ev": 5.8,
  "e_homo_ev": -4.97,
  "symbols": ["Ti", "N", "C", "C", "O", "N", "C", "C", "O", "O", "H", "H", "H", "H", "H", "H", "C", "C", "C", "C", "N", "N", "B", "N", "C", "C", "C", "C", "N", "N", "C", "C", "C", "C", "N", "N", "C", "C", "C", "C", "N", "H", "H", "H", "H", "H", "H", "H", "H", "H", "H", "H", "H", "H", "H", "H", "H", "H", "H", "H", "H", "C", "Si", "C", "C", "C", "C", "H", "H", "H", "H", "H", "H", "H", "H", "H", "F", "Sb", "F", "F", "F", "F", "F"],
  "positions_angstrom": [[-0.51, 0.70, 0.66], [0.22, 2.46, 1.72], [1.38, 2.45, 2.67], [2.53, 1.59, 2.15], [3.33, 2.03, 1.38], [2.60, 0.28, 2.59], [1.82, -0.30, 3.67], [0.28, -0.04, 3.60], [-0.28, 0.10, 4.68], [-0.29, -0.01, 2.45], [0.53, 3.05, 0.92], [-0.55, 2.94, 2.17], [1.03, 2.10, 3.64], [1.77, 3.46, 2.77], [2.16, 0.08, 4.64], [1.96, -1.37, 3.65], [-1.63, 4.54, 0.28], [-1.98, 3.43, -0.66], [-2.55, 3.56, -1.93], [-2.75, 2.28, -2.38], [-2.33, 1.44, -1.42], [-1.85, 2.14, -0.36], [-2.50, -0.07, -1.24], [-3.26, -0.21, 0.10], [-4.49, -0.66, 0.38], [-4.73, -0.42, 1.72], [-3.57, 0.20, 2.20], [-3.30, 0.71, 3.57], [-2.69, 0.32, 1.20], [-1.13, -0.75, -1.01], [-0.21, -1.15, -1.94], [0.65, -2.02, -1.33], [0.20, -2.15, 0.00], [0.73, -2.95, 1.13], [-0.89, -1.39, 0.17], [-3.23, -0.78, -2.37], [-3.21, -2.13, -2.54], [-3.94, -2.42, -3.66], [-4.39, -1.17, -4.13], [-5.20, -0.89, -5.35], [-3.96, -0.20, -3.34], [-2.20, 5.42, 0.01], [-1.87, 4.28, 1.31], [-0.56, 4.79, 0.19], [-2.77, 4.48, -2.44], [-3.17, 1.90, -3.29], [-5.10, -1.13, -0.37], [-5.62, -0.66, 2.27], [-3.98, 0.24, 4.28], [-2.28, 0.48, 3.87], [-3.44, 1.79, 3.62], [-0.21, -0.75, -2.94], [1.53, -2.46, -1.76], [1.80, -2.74, 1.25], [0.19, -2.67, 2.03], [0.61, -4.01, 0.95], [-2.67, -2.77, -1.86], [-4.14, -3.39, -4.09], [-5.90, -1.71, -5.54], [-5.75, 0.04, -5.23], [-4.56, -0.79, -6.22], [4.64, -3.48, -0.87], [5.40, -2.23, 0.34], [6.44, -3.21, 1.60], [6.42, -0.99, -0.64], [4.17, -1.30, 1.34], [3.44, -0.53, 1.92], [5.41, -4.16, -1.25], [4.22, -2.95, -1.73], [3.85, -4.08, -0.42], [7.22, -3.78, 1.10], [5.82, -3.91, 2.16], [6.92, -2.54, 2.31], [7.12, -1.50, -1.31], [6.99, -0.33, 0.02], [5.75, -0.38, -1.24], [1.15, 0.38, 0.27], [1.95, 2.60, -1.44], [0.51, 3.94, -2.08], [0.23, 1.52, -1.66], [2.43, 2.86, -3.37], [2.84, 0.71, -1.93], [1.41, 4.20, 0.39]],
  "lowdin_charge": [1.236, -0.019, -0.080, -0.436, 0.082, -0.022, -0.027, -0.594, 0.059, -0.139, 0.003, 0.097, 0.109, 0.134, 0.133, 0.132, -0.026, -0.312, 0.000, -0.029, 0.008, -0.002, -0.678, 0.013, -0.042, -0.012, -0.300, -0.010, 0.023, -0.060, -0.013, 0.033, -0.293, 0.007, 0.024, 0.007, -0.079, -0.026, -0.358, -0.043, 0.119, 0.082, 0.068, 0.061, 0.109, 0.103, 0.125, 0.097, 0.080, 0.044, 0.085, 0.154, 0.114, 0.063, 0.080, 0.088, 0.125, 0.095, 0.070, 0.073, 0.075, -0.187, 0.469, -0.200, -0.174, -0.028, -0.116, 0.024, 0.025, 0.016, 0.019, 0.021, 0.022, 0.026, 0.029, 0.036, -0.283, 1.660, -0.532, -0.462, -0.550, -0.627, -0.599]
}

3.
{
  "formula": "C25H35Br4HgN2O3Sb",
  "method": "wB97M-V/def2-TZVPD",
  "total_charge": -2,
  "orbital_gap_ev": 3.8,
  "e_homo_ev": 0.03,
  "symbols": ["Hg", "Br", "C", "C", "Br", "C", "Br", "C", "O", "C", "O", "C", "Br", "C", "C", "C", "C", "C", "N", "H", "H", "H", "H", "H", "H", "H", "H", "H", "O", "N", "C", "C", "C", "C", "C", "H", "H", "H", "H", "H", "C", "C", "C", "Sb", "C", "C", "C", "C", "C", "C", "H", "H", "H", "H", "H", "H", "H", "H", "H", "H", "H", "H", "H", "H", "H", "H", "H", "H", "H", "H", "H"],
  "positions_angstrom": [[1.07, 0.21, 1.12], [6.93, -3.93, -1.26], [5.81, -2.90, -0.11], [6.45, -1.87, 0.57], [8.26, -2.10, 1.09], [5.63, -0.82, 0.99], [6.37, 0.92, 0.95], [4.19, -0.91, 1.12], [3.50, -0.17, 1.87], [3.52, -1.97, 0.39], [2.29, -1.97, 0.28], [4.43, -3.03, -0.10], [3.57, -4.61, -0.88], [-1.85, 4.47, -1.16], [-2.95, 3.65, -0.46], [-4.31, 3.72, -1.24], [-3.09, 4.04, 1.03], [-2.44, 2.26, -0.42], [-1.77, 1.33, -0.58], [-2.23, 5.44, -1.46], [-1.46, 3.98, -2.07], [-1.06, 4.61, -0.40], [-4.66, 4.71, -1.00], [-5.10, 3.14, -0.84], [-4.22, 3.52, -2.30], [-3.62, 4.98, 1.25], [-2.11, 3.96, 1.52], [-3.69, 3.26, 1.57], [1.52, 4.07, 0.45], [2.57, 4.09, -0.27], [3.04, 5.35, -0.64], [4.26, 5.46, -1.22], [4.97, 4.29, -1.54], [4.46, 3.04, -1.18], [3.22, 3.01, -0.58], [2.37, 6.16, -0.39], [4.78, 6.42, -1.45], [5.96, 4.43, -2.05], [5.02, 2.14, -1.41], [2.79, 2.06, -0.29], [-4.30, -1.28, 1.68], [-3.71, -2.03, 0.47], [-3.99, -1.40, -0.88], [-1.53, -2.02, 0.79], [-0.66, -2.60, -1.15], [-0.80, -1.34, -2.07], [-1.27, -3.87, -1.76], [-1.25, -4.00, 1.74], [-2.19, -4.05, 2.96], [0.21, -4.06, 2.17], [-5.39, -1.15, 1.50], [-3.97, -0.26, 1.72], [-4.22, -1.78, 2.64], [-3.84, -3.15, 0.51], [-4.89, -0.73, -0.80], [-4.10, -2.15, -1.66], [-3.21, -0.74, -1.22], [0.39, -2.65, -0.81], [-0.61, -0.41, -1.63], [-1.77, -1.27, -2.57], [-0.03, -1.41, -2.83], [-2.43, -3.93, -1.71], [-0.90, -4.67, -1.13], [-0.88, -3.96, -2.79], [-1.48, -4.82, 1.00], [-2.02, -3.31, 3.78], [-2.09, -5.05, 3.38], [-3.22, -3.88, 2.76], [0.44, -3.40, 3.02], [0.92, -3.93, 1.35], [0.32, -5.12, 2.62]],
  "lowdin_charge": [0.565, 0.582, -0.824, -0.861, 0.593, -0.664, 0.670, -0.504, -0.268, -0.493, -0.256, -0.588, 0.560, -0.046, -0.565, -0.039, -0.057, -0.171, 0.197, 0.070, 0.102, 0.081, 0.067, 0.057, 0.086, 0.081, 0.092, 0.094, -0.125, -0.241, -0.034, -0.105, -0.098, -0.062, -0.042, 0.120, 0.110, 0.106, 0.082, 0.075, -0.196, -0.597, -0.188, 1.365, -0.530, -0.188, -0.157, -0.599, -0.195, -0.184, 0.065, 0.043, 0.044, 0.072, 0.072, 0.062, 0.001, 0.044, -0.036, 0.053, 0.061, 0.081, 0.045, 0.068, 0.084, 0.081, 0.058, 0.019, 0.078, 0.047, 0.084]
}

It is found that the DFT total energy values, taken in the order of the records, are -2939.09034, -3750.60454, -11998.39053 Eh.
It is found that the max |F| values, taken in the order of the records, are 3.86, 2.79, 3.05 eV/A.